No. 1
Density functional theory data (wB97M-V/def2-TZVPD) for the ion C3H7N2O2 with charge -1 in a non-equilibrium geometry.

Last column: Löwdin charge in e.
Atoms and positions in Å:
C (-0.2466, -1.0246, -0.0238)  -0.224
C (-1.4131, -0.1566, -0.6099)  -0.240
C (1.0228, 0.8264, 0.9151)  -0.126
N (0.3084, -0.4211, 1.1461)  -0.392
N (-2.1842, 0.4986, 0.4364)  -0.137
O (-3.3064, -0.0356, 0.6625)  -0.193
O (-0.6932, -0.2558, 2.0401)  -0.257
H (-0.6877, -1.9725, 0.3000)  0.102
H (0.5151, -1.2185, -0.7900)  0.097
H (-0.9750, 0.6340, -1.2317)  0.084
H (-2.0388, -0.8187, -1.2239)  0.092
H (1.3777, 1.1587, 1.8918)  0.067
H (1.8730, 0.6514, 0.2473)  0.064
H (0.3761, 1.6081, 0.4987)  0.063

Output
SMILES string = CN([O-])CCN=O
frontier orbital gap (alpha / beta) = 6.417 / 5.902 eV
total charge = -1
energy = -378.3534 Ha

=====

No. 2
Density functional theory data (wB97M-V/def2-TZVPD) for a cluster of 5 separate species, C36H80N3O11 in total in a non-equilibrium geometry.

Last column: Löwdin charge in e.
Atoms and positions in Å:
C (3.5183, -2.4730, 1.5697)  -0.124
C (3.1510, -3.9263, 0.9784)  -0.228
C (2.1595, -3.8716, -0.2909)  -0.224
C (0.6130, -3.9991, 0.0826)  -0.197
C (0.0132, -2.6602, 0.7747)  -0.193
C (-0.0268, -2.7536, 2.3668)  -0.191
C (0.0339, -1.3241, 3.1128)  -0.197
C (-1.3276, -0.4942, 3.0577)  -0.190
C (-1.4530, 0.5152, 1.8278)  -0.202
C (-0.1307, 1.3361, 1.4932)  -0.153
C (-0.3190, 2.3488, 0.2311)  -0.087
N (0.8932, 2.1282, -0.6437)  -0.065
C (2.1339, 2.8442, -0.6900)  0.063
C (2.8790, 2.0247, -1.7740)  0.026
N (2.0895, 0.9430, -2.2858)  0.003
C (2.3980, -0.1064, -3.2963)  -0.175
N (3.8272, -0.1684, -3.6750)  -0.100
C (4.7022, -0.5922, -2.5418)  -0.134
C (0.8288, 1.0112, -1.5867)  -0.054
C (-0.4362, 0.0440, -1.7880)  -0.082
O (-1.4528, 0.8316, -2.4612)  -0.119
C (-2.7770, 0.4695, -2.0280)  -0.216
O (-3.3019, -0.5335, -2.9204)  -0.154
C (-3.4692, -1.8145, -2.2654)  -0.164
C (-3.0120, -2.9311, -3.3476)  -0.191
O (-3.1366, -4.2246, -2.6930)  -0.093
H (3.1478, -2.3905, 2.6398)  0.067
H (4.6605, -2.3657, 1.6165)  0.071
H (3.0808, -1.6119, 0.9733)  0.053
H (2.6492, -4.5630, 1.7738)  0.100
H (4.1363, -4.4076, 0.6569)  0.105
H (2.3365, -2.8910, -0.8661)  0.083
H (2.5030, -4.7033, -1.0034)  0.111
H (0.0608, -4.2614, -0.8892)  0.096
H (0.4739, -4.9200, 0.7575)  0.122
H (0.6302, -1.8027, 0.3568)  0.085
H (-1.0748, -2.6069, 0.4055)  0.100
H (0.9377, -3.2989, 2.6818)  0.094
H (-0.8727, -3.4136, 2.7751)  0.123
H (0.9593, -0.7675, 2.7647)  0.090
H (0.2163, -1.5678, 4.2227)  0.112
H (-2.1724, -1.2643, 2.9318)  0.119
H (-1.5191, 0.0271, 4.0518)  0.115
H (-1.9068, -0.0314, 0.9303)  0.080
H (-2.2470, 1.2936, 2.1293)  0.127
H (0.1571, 2.0175, 2.3698)  0.133
H (0.7072, 0.6202, 1.2170)  0.093
H (-0.2577, 3.4394, 0.5759)  0.147
H (-1.2914, 2.1399, -0.3267)  0.126
H (2.4322, 3.7293, -0.0619)  0.148
H (3.9448, 2.2781, -2.0733)  0.143
H (2.1298, -1.1157, -2.8044)  0.131
H (1.6828, -0.0014, -4.1764)  0.158
H (3.8844, -0.9503, -4.3531)  0.122
H (4.8009, -1.7236, -2.4167)  0.093
H (5.7593, -0.2122, -2.7770)  0.102
H (4.4140, -0.1686, -1.5302)  0.068
H (-0.1935, -0.8220, -2.4927)  0.138
H (-0.7824, -0.4168, -0.8108)  0.094
H (-3.4589, 1.3854, -2.1489)  0.159
H (-2.8415, 0.1249, -0.9478)  0.124
H (-2.7959, -1.9713, -1.3629)  0.112
H (-4.5751, -1.9445, -1.9794)  0.143
H (-1.9299, -2.7077, -3.6095)  0.121
H (-3.7203, -2.8239, -4.2310)  0.134
H (-2.2202, -4.5738, -2.6483)  0.086
C (-0.6612, -4.7688, 9.1473)  -0.107
O (-1.8437, -4.8432, 8.3626)  -0.189
C (-2.1499, -3.6082, 7.7222)  -0.198
C (-1.7465, -3.6320, 6.2530)  -0.201
O (-0.3292, -3.6953, 6.1043)  -0.211
C (0.1202, -5.0044, 5.7851)  -0.108
H (-0.3639, -5.7848, 9.4114)  0.091
H (0.1606, -4.2977, 8.6014)  0.083
H (-0.8600, -4.2103, 10.0667)  0.090
H (-1.6778, -2.7696, 8.2447)  0.127
H (-3.2343, -3.4762, 7.7866)  0.126
H (-2.0744, -2.6973, 5.7849)  0.115
H (-2.2329, -4.4597, 5.7257)  0.127
H (-0.1140, -5.2297, 4.7396)  0.078
H (-0.3266, -5.7601, 6.4337)  0.087
H (1.2032, -5.0340, 5.9149)  0.091
C (-7.9968, 1.5430, -1.4446)  -0.107
O (-6.7664, 1.6954, -2.1396)  -0.197
C (-6.4013, 0.5215, -2.8640)  -0.196
C (-6.7080, 0.6691, -4.3492)  -0.191
O (-8.1117, 0.7327, -4.5845)  -0.188
C (-8.5619, 2.0607, -4.8181)  -0.107
H (-8.3253, 2.5295, -1.1138)  0.091
H (-8.7740, 1.1146, -2.0827)  0.087
H (-7.8510, 0.9077, -0.5656)  0.087
H (-6.8948, -0.3636, -2.4476)  0.129
H (-5.3227, 0.3939, -2.7397)  0.083
H (-6.3371, -0.2181, -4.8730)  0.125
H (-6.2000, 1.5436, -4.7697)  0.128
H (-8.2657, 2.3815, -5.8214)  0.089
H (-8.1699, 2.7599, -4.0768)  0.083
H (-9.6510, 2.0648, -4.7569)  0.091
C (7.7197, 2.9189, 2.9996)  -0.102
O (6.5581, 2.2132, 3.4172)  -0.186
C (5.4052, 2.5688, 2.6621)  -0.200
C (5.0847, 1.5127, 1.6111)  -0.202
O (6.0931, 1.4663, 0.6041)  -0.208
C (6.9870, 0.3745, 0.7834)  -0.101
H (8.5895, 2.4381, 3.4494)  0.093
H (7.8375, 2.9022, 1.9129)  0.083
H (7.6707, 3.9545, 3.3485)  0.091
H (5.5283, 3.5553, 2.2022)  0.126
H (4.5693, 2.6285, 3.3665)  0.125
H (4.1532, 1.7826, 1.1033)  0.093
H (4.9447, 0.5288, 2.0719)  0.120
H (6.4950, -0.5594, 0.4926)  0.075
H (7.3374, 0.3007, 1.8143)  0.089
H (7.8494, 0.5325, 0.1343)  0.094
C (-0.1563, 3.8518, -3.0983)  -0.106
O (0.5871, 5.0401, -2.8728)  -0.194
C (1.5813, 5.2565, -3.8735)  -0.198
C (1.1291, 6.2995, -4.8879)  -0.195
O (0.0316, 5.8252, -5.6629)  -0.190
C (-1.2109, 6.3625, -5.2279)  -0.105
H (-1.0330, 3.8673, -2.4477)  0.094
H (-0.4971, 3.7742, -4.1340)  0.098
H (0.4497, 2.9874, -2.8373)  0.043
H (1.8464, 4.3167, -4.3699)  0.124
H (2.4736, 5.6289, -3.3604)  0.123
H (1.9521, 6.4904, -5.5839)  0.127
H (0.8811, 7.2452, -4.3946)  0.129
H (-1.2942, 7.4066, -5.5436)  0.091
H (-1.3270, 6.2949, -4.1442)  0.082
H (-2.0111, 5.7899, -5.6989)  0.091

Output
frontier orbital gap = 7.694 eV
total charge = +1
energy = -2410.9540 Ha

=====

No. 3
Density functional theory data (wB97M-V/def2-TZVPD) for a cluster of 5 separate species, C31H64FNO12S6 in total in a non-equilibrium geometry.

Last column: Löwdin charge in e.
Atoms and positions in Å:
C (0.0996, 1.9490, 5.8094)  -0.120
C (0.2640, 0.6629, 4.9080)  -0.235
C (-0.3339, 0.8098, 3.4492)  -0.211
C (0.7968, 1.0077, 2.3681)  -0.185
C (1.0886, 2.4991, 1.9262)  -0.186
C (0.6644, 3.6036, 2.9402)  -0.214
C (0.9138, 5.0561, 2.3289)  -0.189
C (-0.2739, 6.0377, 2.6944)  -0.208
C (-0.4899, 6.1567, 4.2410)  -0.201
C (-1.9152, 6.6663, 4.6689)  -0.197
C (-3.0950, 6.0260, 3.8595)  -0.203
C (-4.3608, 5.6503, 4.7173)  -0.187
C (-4.7700, 4.1335, 4.5292)  -0.198
C (-5.5568, 3.8953, 3.2050)  -0.199
N (-5.5578, 2.4789, 2.7195)  -0.313
S (-5.6382, 1.3028, 3.9853)  0.684
C (-6.1989, -0.2906, 3.2297)  -0.122
O (-4.3040, 1.0008, 4.5774)  -0.320
O (-6.6661, 1.6498, 5.0089)  -0.312
S (-4.2951, 2.1962, 1.6066)  0.730
O (-4.3531, 3.1024, 0.4338)  -0.265
O (-2.9490, 2.3030, 2.2038)  -0.271
F (-4.3994, 0.6687, 0.9933)  -0.177
H (1.0961, 2.4637, 5.8184)  0.061
H (-0.6193, 2.6886, 5.3992)  0.052
H (-0.1068, 1.6982, 6.8771)  0.067
H (1.3301, 0.3361, 4.8239)  0.095
H (-0.2604, -0.1676, 5.4448)  0.093
H (-1.1419, 1.5680, 3.4190)  0.063
H (-0.8252, -0.1730, 3.2260)  0.102
H (0.4404, 0.4788, 1.4464)  0.085
H (1.7252, 0.4759, 2.6940)  0.100
H (0.6467, 2.6583, 0.9116)  0.108
H (2.1992, 2.5797, 1.7949)  0.112
H (1.3048, 3.5535, 3.8528)  0.103
H (-0.4103, 3.5828, 3.2256)  0.085
H (0.8558, 4.9168, 1.2216)  0.102
H (1.9059, 5.4493, 2.6337)  0.107
H (-1.1520, 5.6619, 2.1267)  0.098
H (-0.0316, 7.0531, 2.2918)  0.111
H (-0.2760, 5.2290, 4.8140)  0.095
H (0.2455, 6.9208, 4.6047)  0.113
H (-1.9818, 7.7824, 4.6893)  0.110
H (-2.0518, 6.3599, 5.7409)  0.102
H (-2.7649, 5.0964, 3.3372)  0.092
H (-3.4275, 6.7861, 3.1115)  0.115
H (-4.2607, 5.9067, 5.7997)  0.110
H (-5.2260, 6.2659, 4.3544)  0.109
H (-3.8258, 3.5520, 4.6019)  0.109
H (-5.4287, 3.9000, 5.4002)  0.110
H (-5.0429, 4.4969, 2.4116)  0.123
H (-6.6064, 4.2704, 3.2243)  0.142
H (-5.2673, -0.7975, 2.8835)  0.066
H (-6.9430, -0.1386, 2.4234)  0.075
H (-6.6231, -0.9291, 4.0359)  0.082
C (-2.8835, -0.9081, -2.4194)  -0.216
C (-1.8944, -1.8854, -3.0639)  -0.219
C (-0.6315, -1.0988, -3.4110)  -0.235
S (-0.5428, 0.2507, -2.2386)  0.668
O (-0.6995, 1.4966, -2.9533)  -0.322
O (0.5593, 0.0238, -1.3291)  -0.339
C (-2.0744, -0.1179, -1.3976)  -0.237
H (-3.7214, -1.4272, -1.9516)  0.112
H (-3.2865, -0.2334, -3.1805)  0.120
H (-1.6503, -2.6748, -2.3556)  0.084
H (-2.3160, -2.3606, -3.9508)  0.119
H (0.2612, -1.7124, -3.3216)  0.080
H (-0.6885, -0.6717, -4.4109)  0.100
H (-2.5582, 0.8066, -1.0867)  0.093
H (-1.8364, -0.7294, -0.5260)  0.109
C (4.3913, -2.1583, -5.7240)  -0.213
C (3.7242, -0.8691, -6.2110)  -0.208
C (2.4630, -1.2678, -6.9835)  -0.218
S (1.9249, -2.8294, -6.2877)  0.670
O (2.0478, -3.8526, -7.3004)  -0.320
O (0.6973, -2.6244, -5.5507)  -0.340
C (3.2723, -3.0055, -5.1316)  -0.239
H (5.1708, -1.9575, -4.9900)  0.079
H (4.8481, -2.6805, -6.5699)  0.124
H (3.4485, -0.2546, -5.3495)  0.118
H (4.3959, -0.2766, -6.8331)  0.116
H (1.6692, -0.5312, -6.8693)  0.102
H (2.6728, -1.4263, -8.0410)  0.104
H (3.5344, -4.0553, -5.0277)  0.097
H (2.9406, -2.6048, -4.1724)  0.106
C (-0.9365, -7.6516, -2.5771)  -0.222
C (-1.0943, -7.5464, -4.0974)  -0.213
C (-0.8078, -6.0934, -4.4892)  -0.210
S (0.3189, -5.4556, -3.2525)  0.682
O (-0.3524, -4.4145, -2.5088)  -0.315
O (1.6187, -5.2552, -3.8490)  -0.320
C (0.3641, -6.9295, -2.2454)  -0.230
H (-0.9144, -8.6891, -2.2426)  0.116
H (-1.7764, -7.1551, -2.0833)  0.119
H (-0.3734, -8.2082, -4.5846)  0.118
H (-2.0894, -7.8518, -4.4221)  0.115
H (-0.3404, -6.0220, -5.4699)  0.109
H (-1.7117, -5.4855, -4.4646)  0.108
H (0.4507, -6.6569, -1.1951)  0.108
H (1.2303, -7.5162, -2.5540)  0.109
C (5.3323, -2.8773, -0.7182)  -0.221
C (6.7177, -3.3188, -0.2355)  -0.216
C (7.7373, -2.8556, -1.2812)  -0.223
S (7.0324, -1.4023, -2.0565)  0.675
O (6.7594, -1.7065, -3.4428)  -0.329
O (7.7877, -0.2364, -1.6647)  -0.320
C (5.4897, -1.4265, -1.1573)  -0.225
H (4.5792, -2.9787, 0.0634)  0.118
H (5.0231, -3.4938, -1.5672)  0.117
H (6.9358, -2.8460, 0.7258)  0.118
H (6.7690, -4.3981, -0.0880)  0.114
H (8.6914, -2.5927, -0.8283)  0.103
H (7.8887, -3.6087, -2.0542)  0.105
H (4.6816, -1.0803, -1.7995)  0.108
H (5.5962, -0.7637, -0.2979)  0.111

Output
SMILES string = CCCCCCCCCCCCCCN(S(C)(=O)=O)S(=O)(=O)F.O=S1(=O)CCCC1.O=S1(=O)CCCC1.O=S1(=O)CCCC1.O=S1(=O)CCCC1
frontier orbital gap = 9.530 eV
total charge = 0
energy = -4666.0407 Ha

=====

No. 4
Density functional theory data (wB97M-V/def2-TZVPD) for a cluster of 6 separate species, C5H20N3O5 in total in a non-equilibrium geometry.

Last column: Löwdin charge in e.
Atoms and positions in Å:
C (2.3071, -0.0358, -0.3953)  -0.263
C (1.0534, -0.8363, -0.8626)  -0.126
C (0.0627, -0.9487, 0.2348)  -0.216
C (-1.2381, -0.5545, 0.1595)  0.001
N (-1.8118, -0.8138, 1.4056)  0.135
C (-0.8772, -1.3156, 2.1917)  -0.069
N (0.2617, -1.4477, 1.4969)  0.147
N (2.1528, 1.3555, -0.0119)  0.023
H (2.8209, -0.6705, 0.3487)  0.111
H (2.9988, -0.0704, -1.2528)  0.118
H (0.6515, -0.3550, -1.7378)  0.083
H (1.4345, -1.7749, -1.2892)  0.124
H (-1.7868, -0.0331, -0.5980)  0.128
H (-2.8090, -0.6608, 1.4373)  0.178
H (-1.1292, -1.7813, 3.1413)  0.171
H (1.0856, -1.6451, 2.0442)  0.169
H (2.8768, 1.9349, -0.4073)  0.077
H (2.1265, 1.4912, 0.9820)  0.038
H (-2.7424, -2.9332, -2.3261)  0.048
H (-2.2836, -1.7362, -2.8935)  0.043
O (-2.8786, -1.9864, -2.1653)  -0.065
H (-1.9194, 2.1717, 1.1645)  -0.018
H (-2.9081, 2.7250, 2.1249)  0.055
O (-2.3226, 1.9534, 2.0350)  -0.093
H (-1.1948, 2.4494, -1.0992)  0.052
H (-0.2901, 3.2597, -0.1618)  0.063
O (-1.2029, 2.9580, -0.2852)  -0.043
H (0.7200, 1.0906, 2.4160)  0.047
H (1.7428, 0.9018, 3.5459)  0.067
O (1.1038, 0.4299, 3.0087)  -0.038
H (1.4851, -1.7956, -3.9714)  0.048
H (1.4650, -0.3693, -4.4576)  0.054
O (1.0456, -0.9569, -3.8221)  -0.047

Output
frontier orbital gap = 10.260 eV
total charge = +1
energy = -742.7583 Ha